# CH9NO5

A 4-piece molecular cluster, CH9NO5 overall in a non-equilibrium geometry (ωB97M-V/def2-TZVPD, the OMol25 dataset).

XYZ file:
```
16
Properties=species:S:1:pos:R:3
O -0.210 -1.617 -1.180
C -0.859 -1.053 -0.326
H 1.924 0.529 -0.464
H 1.347 -1.084 -1.737
H -1.325 1.638 1.887
O 2.286 -0.798 -1.663
H -2.524 -0.825 -1.410
N -2.148 -0.655 -0.492
O -0.339 -0.675 0.885
O 1.566 1.323 -0.022
O -1.028 1.941 2.756
H 2.725 -1.581 -2.015
H -1.288 1.225 3.343
H 2.109 2.017 -0.415
H 0.414 -0.128 0.577
H -2.650 -0.255 0.278
```

SMILES: NC(=O)O.O.O.O
Electronic energy: -12911.5255 eV
Orbital gap: 11.53 eV
Energy relative to the best compared isomer or geometry (same formula, charge and spin): 9.6 kcal per mole

# C12H27IN3O7S2

C12H27IN3O7S2 as an isolated structure (ωB97M-V/def2-TZVPD, the OMol25 dataset).

XYZ file:
```
52
Properties=species:S:1:pos:R:3
H -3.197 0.798 0.853
O -3.509 1.511 0.295
H -1.456 -7.671 -0.120
H 1.060 2.112 4.790
S 1.527 -0.598 -1.774
I 3.740 0.484 -3.924
H -1.179 0.606 -0.134
H -1.301 -6.492 2.085
C 2.697 1.867 -1.319
H -3.583 0.322 -1.404
H 2.413 4.484 3.580
C 2.124 2.857 2.463
C -1.568 0.992 -1.075
H -3.050 -7.092 0.392
O -1.283 -1.465 -1.848
H 1.895 1.716 -0.600
O 1.885 -1.878 -2.332
H -0.574 -4.499 -0.927
H 3.567 2.157 -0.734
C -1.107 -3.990 -0.123
H 0.609 3.777 5.166
O 2.648 3.366 1.487
H -4.547 2.358 -2.151
H -0.691 -2.994 -0.022
N -1.422 -6.035 1.196
C 1.563 1.454 2.444
H -1.048 1.932 -1.278
C -3.491 2.414 -1.894
H -2.158 -3.903 -0.399
C -3.083 1.225 -1.044
N 2.024 3.557 3.632
O -1.850 0.240 -3.531
H -3.307 3.321 -1.316
H 2.999 3.218 -3.014
H -2.902 2.439 -2.807
H 2.066 0.825 3.181
H -2.101 -6.162 -0.772
O -0.462 -4.270 2.180
C -2.039 -6.778 0.118
C -0.959 -4.746 1.173
N 0.458 0.229 -2.630
S -1.075 -0.134 -2.372
H 0.494 1.463 2.665
C 2.262 2.992 -2.247
C 2.959 0.485 -1.940
O 1.275 -0.565 -0.343
H 2.142 3.895 -1.642
H 1.707 1.017 1.460
C 1.437 3.125 4.883
H 2.180 3.144 5.684
H 3.698 -0.047 -1.346
H 1.295 2.769 -2.692
```

Electronic energy: -61458.2250 eV
Orbital gap: 8.50 eV
Energy relative to the best compared isomer or geometry (same formula, charge and spin): 0.0 kcal per mole
Total charge: -1

# C38H78BIN3O15PS6

A 6-piece molecular cluster, C38H78BIN3O15PS6 overall in a non-equilibrium geometry (ωB97M-V/def2-TZVPD, the OMol25 dataset).

XYZ file:
```
143
Properties=species:S:1:pos:R:3
O 1.697 5.020 -0.599
H -10.480 -6.909 0.472
N -5.728 0.918 1.562
H -4.617 3.177 -5.778
H -0.821 6.815 0.299
C 7.683 -1.393 2.421
B -1.018 -1.321 0.351
O 7.128 1.001 1.486
H 9.819 -5.694 0.359
H -4.372 4.316 -4.428
H -11.303 -5.841 -0.691
C 1.159 8.212 -2.099
H -9.912 -4.228 0.411
H -0.828 0.378 2.752
O -9.155 -8.402 -1.287
C 10.048 -4.501 -2.791
H -4.314 -0.545 -0.172
C 9.796 -0.563 3.316
H 9.455 -1.065 1.249
H -4.086 2.210 4.184
H -6.245 1.738 1.877
H 0.105 8.981 -0.374
H -1.821 2.862 1.272
C 10.252 -5.642 -1.785
H 0.913 7.649 -3.001
C -2.645 2.652 1.962
C -3.462 4.956 1.580
H -2.466 0.101 5.016
H 1.691 -2.913 0.846
H 9.561 -2.477 2.285
H -4.774 -0.706 -2.479
H 11.244 -4.715 -0.075
C 0.781 -2.789 1.425
H -2.764 -1.338 1.787
C 1.921 2.846 1.255
O -2.554 0.566 0.847
C -1.766 0.688 3.206
C 4.013 1.485 2.215
H -3.010 2.215 -3.391
H 2.872 4.704 1.856
S 1.475 6.384 -0.184
C 8.997 0.746 3.332
H -2.022 -2.558 -2.902
S 7.352 0.330 2.745
C -2.826 1.104 2.108
S -4.460 -2.832 0.397
H -0.787 -1.346 5.263
O -0.234 -0.363 -0.228
O 8.002 -3.752 0.242
O -10.422 -6.940 -2.894
H 9.418 1.483 2.651
C 10.245 -5.022 -0.383
H 0.707 -3.529 2.219
H -2.249 3.455 -4.341
C -3.963 -3.240 -2.888
C -0.201 6.856 -0.594
O -2.454 1.738 -5.356
O 10.068 -2.402 -0.282
H 10.954 -3.894 -2.848
H -2.362 3.103 2.918
H 10.855 -0.374 3.145
P -4.530 0.582 2.785
C -3.846 3.461 1.458
O 1.549 0.684 2.714
C -3.569 -1.346 -0.195
H -1.531 1.545 3.845
C -0.065 8.260 -1.176
H 9.433 -6.358 -1.875
H 0.875 -1.810 1.903
C -9.375 -5.081 -0.001
I -4.307 3.165 -0.626
C -8.613 -4.709 -1.279
C -4.340 3.270 -4.730
H 11.180 -6.181 -1.971
C 2.841 3.661 2.159
H 2.132 3.030 0.208
H 2.924 6.922 -1.998
H -4.178 5.577 1.048
C 2.283 7.499 -1.336
H -0.965 8.557 -1.712
H -5.128 2.769 -4.162
H -4.739 3.346 2.066
C 8.895 -3.666 -2.245
H -2.388 -3.423 -1.453
C -8.165 -6.031 -1.895
H -8.667 -5.420 0.758
H -5.915 -4.267 -3.383
O 2.440 0.412 0.368
H -3.470 -3.494 1.032
H -7.349 -6.473 -1.324
H -9.280 -4.184 -1.967
H -1.252 -3.508 0.833
H -4.147 1.136 -6.455
H 8.840 -2.669 -2.676
H 2.883 8.199 -0.757
C -2.796 -2.692 -2.140
H 9.830 -4.876 -3.790
O -4.850 1.631 4.065
C -10.339 -6.220 -0.357
H 4.905 3.370 2.824
H -0.569 6.152 -1.340
H 7.375 -1.960 3.300
S 9.225 -3.547 -0.492
H 4.662 3.211 1.090
H 2.482 3.621 3.192
H -2.484 5.085 1.110
H -7.889 -5.947 -2.944
H 9.704 -1.061 4.285
C -5.020 -3.740 -3.204
H -6.351 0.122 1.560
H 0.863 3.003 1.457
H 4.730 0.919 1.630
C -1.387 -1.463 4.354
H 4.058 1.176 3.256
O 1.760 6.821 1.160
C -2.493 -0.878 0.832
H -4.485 -0.971 -5.072
H 0.597 -0.214 0.256
H -1.951 -2.394 4.479
H 7.942 -4.181 -2.367
C -3.695 -0.469 -2.445
H -0.699 -1.628 3.527
H 8.922 1.166 4.333
H -3.378 5.269 2.623
H -4.859 0.547 -4.281
H -2.770 0.052 -6.388
C 9.194 -1.456 2.221
H 7.120 -1.719 1.550
H -3.598 0.525 -1.992
H -0.156 -3.117 -0.498
N -3.030 -1.389 -1.555
S -9.588 -7.103 -1.731
H 1.469 9.209 -2.410
C -4.035 -0.049 -4.685
S 2.362 1.153 1.610
O 6.413 0.436 3.836
O -3.075 -0.429 -3.707
N -2.307 -0.346 4.125
C 4.220 2.995 2.065
C -0.483 -2.809 0.500
C -3.355 0.758 -5.797
C -2.971 2.640 -4.397
H -7.764 -4.059 -1.069
```

SMILES: C#CCN(COCCOCC)[C@@H](S)[C@H](O[C@@](CNC)(C[C@@H](C)I)P(N)O)B(O)CC.O=S1(=O)CCCC1.O=S1(=O)CCCC1.O=S1(=O)CCCC1.O=S1(=O)CCCC1.O=S1(=O)CCCC1
Electronic energy: -158926.6400 eV
Orbital gap: 7.43 eV

orbital gap of number 1 (CH9NO5)? 11.53 eV

Number 3 is which compound? C38H78BIN3O15PS6

Among the records above, which one has the highest electronic energy? CH9NO5

Number 2 is which compound? C12H27IN3O7S2